1.
{"formula": "C25H23NO5", "method": "ωB97M-V/def2-TZVPD", "symbols": ["O", "O", "O", "O", "O", "N", "C", "C", "C", "C", "C", "C", "C", "C", "C", "C", "C", "C", "C", "C", "C", "C", "C", "C", "C", "C", "C", "C", "C", "C", "C", "H", "H", "H", "H", "H", "H", "H", "H", "H", "H", "H", "H", "H", "H", "H", "H", "H", "H", "H", "H", "H", "H", "H"], "positions_angstrom": [[0.54769, 4.79050, -0.53029], [-2.69018, 0.06095, -0.86194], [-2.12883, -1.20007, -2.63927], [-0.53260, 0.37844, 1.24791], [1.24994, 2.60368, -0.66199], [-0.43152, 0.35820, -0.10188], [-2.09890, 0.99942, -1.64192], [0.62021, -2.39208, 0.96947], [0.19767, 2.21263, -1.39712], [-2.89789, -4.65024, -0.65477], [-0.99289, 1.42661, -0.70535], [-3.04028, -2.20674, 0.59659], [-3.10024, -3.23292, 1.44649], [-2.84647, -4.71313, 0.82387], [-1.59289, 2.47468, 0.48103], [0.41942, -1.76952, -0.43870], [4.81803, 4.32050, 2.36769], [2.86499, 5.24695, 0.97491], [1.11760, -4.52358, 0.03770], [2.57599, 4.08820, 0.91146], [1.51800, 3.91744, -0.11998], [1.15726, -4.09102, -1.30078], [-2.52398, -2.45978, -0.96008], [3.17756, 2.96366, 1.20498], [0.66973, -3.67694, 1.09501], [-2.67365, -3.70285, -1.38761], [0.68608, -2.60360, -1.37349], [-2.45621, -1.22935, -1.58690], [4.14459, 3.12349, 2.02355], [0.02130, -0.47490, -1.05267], [3.95004, 5.29633, 1.80110], [-2.35081, 1.80512, 0.83826], [5.61413, 4.46267, 3.16198], [-2.02588, 3.44167, 0.03319], [-0.42200, 3.31711, -1.63245], [2.85141, 1.82493, 0.88977], [-2.51345, -3.64212, -2.45714], [-0.01784, -0.24786, -1.91882], [-2.92084, -1.29318, 0.98925], [1.27549, -5.64302, 0.38799], [2.31566, 6.08473, 0.52677], [4.52313, 6.29901, 2.07322], [-2.91482, 1.94429, -1.53776], [-3.16469, -3.19582, 2.29449], [0.50087, 1.70835, -2.51050], [-2.74467, -5.63979, -1.07716], [0.58821, -3.95537, 1.96792], [-1.74382, 0.95034, -2.70306], [4.75703, 2.07935, 2.44325], [-3.02888, -5.51418, 1.44893], [0.78174, -2.32343, -2.39456], [1.37089, -4.76099, -2.12628], [0.37440, -1.63342, 1.62514], [-0.83483, 2.59666, 1.11059]], "forces_ev_per_angstrom": [[6.597, -3.923, 2.924], [-1.368, -5.267, -1.994], [3.168, 1.011, -11.912], [1.256, -2.028, -3.212], [3.811, 0.631, 2.922], [1.168, -2.293, 1.331], [-1.559, 6.869, 0.807], [-2.465, 5.675, -4.788], [-4.613, 3.689, -4.737], [-0.194, -12.482, 10.528], [0.451, 7.954, 0.134], [2.805, -3.493, -4.982], [2.425, -6.595, -17.639], [-2.348, 7.917, -3.215], [-2.573, -1.372, -5.572], [1.078, 0.305, 2.611], [-4.534, -0.214, -0.858], [4.047, 12.225, 2.845], [-0.604, -2.704, -1.118], [-9.077, -10.461, -8.039], [-10.272, 1.487, -4.603], [-1.607, 2.707, 4.169], [-4.534, 2.229, 10.841], [-1.921, -7.110, -0.853], [2.460, 0.296, -7.688], [2.454, 9.542, -8.541], [3.315, -7.524, -5.169], [-2.523, 1.580, 8.071], [9.512, -5.027, 5.802], [0.932, -3.648, 18.284], [7.326, 6.319, 3.494], [-0.581, 0.347, 0.872], [-1.122, -0.096, -1.585], [0.848, -1.602, 0.494], [1.758, -3.094, -0.155], [0.490, 3.581, 0.745], [-0.118, -1.422, -0.479], [-0.347, 2.576, -10.801], [-0.133, 3.592, 0.986], [-0.104, 2.310, -1.177], [0.465, -0.450, 0.388], [-1.993, -1.165, -0.913], [2.191, -2.218, -1.059], [-1.534, 1.066, 16.461], [-0.406, 1.302, 3.148], [-0.630, -0.207, -0.185], [-0.595, -3.663, 8.648], [-0.885, -0.925, 0.944], [-1.929, 2.786, -1.211], [0.085, -1.884, 0.767], [-0.571, 0.708, -0.890], [0.060, 0.525, -0.040], [-0.273, 0.731, 2.328], [2.712, 0.906, 2.872]], "mulliken_charge": [-0.6687, -0.3778, -0.4062, -0.7622, -0.2249, 1.6274, -0.6512, -0.6596, -0.7812, -0.6812, 0.6202, -0.6870, -1.1437, -0.6654, -1.8474, 0.6888, -0.6898, -0.4633, -0.2885, 1.0547, 0.4649, -0.9771, 0.8484, -0.3853, -1.1272, 0.0405, -0.1216, 0.1043, -0.0430, -1.8568, -0.2933, 0.5853, 0.3449, 0.2963, 0.2962, 0.0712, 0.4166, 1.1770, 0.4493, 0.1877, 0.4412, 0.1665, 0.3106, 1.0918, 0.2338, 0.3122, 0.9352, 0.3379, 0.1329, 0.5407, 0.3546, 0.4055, 0.7101, 0.5558], "total_energy_ha": -1396.6065, "homo_lumo_gap_ev": 7.5, "e_above_lowest_kj_mol": 2339.3}

2.
{"formula": "C25H24AlBrCl52FO", "method": "ωB97M-V/def2-TZVPD", "symbols": ["Br", "Cl", "Cl", "Cl", "Cl", "Cl", "Cl", "Cl", "Cl", "Cl", "Cl", "Cl", "Cl", "Cl", "Cl", "Cl", "Cl", "Cl", "Cl", "Cl", "Cl", "Cl", "Cl", "Cl", "Cl", "Cl", "Cl", "Cl", "Cl", "Cl", "Cl", "Cl", "Cl", "Cl", "Cl", "Cl", "Cl", "Cl", "Cl", "Cl", "Cl", "Cl", "Cl", "Cl", "Cl", "Cl", "Cl", "Cl", "Cl", "Cl", "Cl", "Cl", "Cl", "Al", "F", "O", "C", "C", "C", "C", "C", "C", "C", "C", "C", "C", "C", "C", "C", "C", "C", "C", "C", "C", "C", "C", "C", "C", "C", "C", "C", "H", "H", "H", "H", "H", "H", "H", "H", "H", "H", "H", "H", "H", "H", "H", "H", "H", "H", "H", "H", "H", "H", "H", "H"], "positions_angstrom": [[-5.47384, -0.46097, -1.44620], [2.96790, -4.45153, 7.46090], [2.02509, 1.68354, -1.95757], [2.67634, 10.17501, -3.43036], [0.74402, -5.92832, 5.42858], [-6.17427, 5.56957, 5.05174], [7.76050, 1.11897, -4.95382], [-10.48913, -4.08299, -2.99188], [-1.61686, 11.12069, 4.47068], [-1.97089, 12.20884, 1.79562], [-4.87354, 0.70184, 1.61161], [7.90129, -6.46708, -0.80289], [10.04355, 2.90160, -4.67941], [3.93209, -0.34132, -2.81116], [-3.90845, 3.06040, 3.01558], [-3.41845, 4.89088, 5.69216], [4.16331, 0.85250, -0.16790], [2.36790, 9.04847, -6.48910], [-4.98869, 6.49681, 7.54168], [-4.12044, 7.62995, 5.00643], [7.41899, 3.74539, -3.74934], [14.76653, 6.49048, -4.53387], [2.06202, 8.59865, -1.06329], [4.06316, -3.34197, 5.00431], [1.50269, -2.39705, 6.01259], [-3.64782, 2.88084, 0.12335], [-2.73082, 5.66203, 0.84066], [6.72027, -4.26358, 0.68543], [1.83081, 7.40482, -3.70654], [0.11419, 10.24403, 2.30267], [-1.73946, 8.39708, 0.79495], [8.86994, 1.66720, -2.32059], [0.90269, 11.10295, -7.93741], [-1.63556, 6.77158, -1.61593], [12.42911, 5.75884, -6.10438], [-11.07675, -1.42302, -1.96976], [4.77762, 2.42887, -2.53498], [-1.22273, -7.89392, 6.28503], [5.47189, -6.89106, 0.74102], [3.35925, 11.78352, -6.53481], [8.00469, -6.45472, 2.10481], [14.51419, 3.79403, -5.59733], [-4.19602, 7.71651, -0.60765], [-0.07620, 9.42968, -2.85296], [0.36653, 12.94048, 3.36613], [-8.76220, -2.88283, -0.98125], [12.78314, 4.67069, -3.42932], [-1.73228, -6.25413, 3.93621], [3.95925, -1.71648, 7.41519], [0.30398, -8.33048, 3.84702], [3.46316, 10.15803, -8.94569], [-6.27206, 3.23745, 1.32814], [-8.77380, -1.84143, -3.69796], [-4.50614, -5.25101, -0.85941], [-5.53135, -2.74041, 1.43392], [-3.20139, -2.22026, -1.40156], [3.23138, -2.71650, 0.08349], [8.52325, 2.35829, -3.92577], [-4.67546, 2.47015, 1.51968], [3.12323, -2.97674, 6.47324], [-0.77674, 11.62850, 2.98376], [7.02452, -6.01909, 0.68210], [-4.53347, -2.23616, -1.53213], [0.73829, -5.92910, -0.03968], [-9.77545, -2.55757, -2.41023], [3.72454, 1.15588, -1.86792], [-6.60382, -4.37420, 3.01985], [-1.78270, -6.78009, -0.80066], [-4.68340, -5.13461, 1.18099], [2.80192, -4.29586, 0.26227], [-2.57548, 7.13682, -0.14700], [-0.79069, -6.36513, 0.43865], [-4.67549, 6.14680, 5.82300], [13.62326, 5.17850, -4.91624], [-5.99610, -4.17302, 1.49657], [2.52323, 10.52326, -7.47676], [-2.55306, -5.52185, -1.52145], [1.62326, 8.90202, -2.76330], [-0.47676, -7.10171, 4.87423], [-5.41834, -3.61021, -1.71290], [1.22322, -4.50867, 0.69242], [-6.18216, -3.59038, 3.80162], [-2.66458, -5.82187, -2.67173], [2.29721, -2.15904, -0.37548], [-1.11895, -7.32449, -1.60702], [1.16014, -4.69657, 1.86884], [4.09515, -2.62314, -0.72757], [-4.94614, -6.23150, 1.55875], [1.54404, -6.73398, 0.31598], [0.52522, -3.60656, 0.35650], [-1.93290, -4.51275, -1.52469], [-6.90703, -4.37694, 0.75942], [-0.63492, -7.31688, 1.13807], [-6.48983, -3.42066, -1.25454], [-5.29876, -6.56092, -1.36410], [3.51250, -4.81812, 1.03367], [0.84982, -5.86003, -1.20519], [-3.76077, -4.68150, 1.74225], [-5.55738, -3.81033, -2.85894], [2.93736, -4.79832, -0.80921], [-1.27144, -5.54191, 1.14243], [-2.57230, -7.54567, -0.40078], [-7.77547, -4.22212, 3.00309], [3.57526, -2.20622, 1.09029], [-6.35415, -5.44745, 3.45008]], "forces_ev_per_angstrom": [[0.284, -0.942, -0.350], [0.094, 0.373, -0.185], [0.441, -0.161, 0.034], [-0.228, -0.240, 0.414], [-0.298, -0.344, -0.120], [0.420, 0.144, 0.190], [0.168, 0.324, 0.283], [0.129, 0.324, 0.117], [0.204, 0.104, -0.369], [0.305, -0.167, 0.289], [0.097, 0.736, 0.260], [-0.185, 0.104, 0.336], [-0.408, -0.126, 0.172], [-0.028, 0.411, 0.207], [-0.178, -0.013, -0.338], [-0.260, 0.392, 0.171], [-0.089, 0.079, -0.421], [0.012, 0.414, -0.568], [0.080, -0.073, -0.368], [-0.106, -0.342, 0.169], [0.439, -0.174, -0.132], [-0.263, -0.304, -0.099], [-0.128, 0.038, -0.410], [-0.245, 0.069, 0.355], [0.454, -0.159, 0.123], [-0.427, -0.608, 0.254], [0.171, 0.946, -0.263], [0.052, -0.436, -0.006], [-0.067, 0.225, 0.313], [-0.026, 0.533, 0.310], [-0.293, -0.369, -0.379], [-0.104, 0.184, -0.396], [0.398, -0.127, 0.120], [-0.309, -0.070, 0.407], [0.277, -0.157, 0.292], [0.219, -0.208, -0.097], [-0.273, -0.406, 0.194], [0.175, 0.139, -0.246], [0.480, 0.202, -0.024], [-0.166, -0.245, -0.232], [-0.198, 0.096, -0.306], [-0.222, 0.328, 0.161], [0.355, -0.118, 0.090], [0.564, 0.028, -0.072], [-0.262, -0.308, -0.088], [-0.722, 0.223, -0.358], [0.276, 0.163, -0.376], [0.358, -0.283, 0.347], [-0.168, -0.274, -0.191], [-0.150, 0.267, 0.266], [-0.207, 0.112, 0.332], [0.328, -0.074, 0.051], [-0.262, -0.192, 0.363], [1.284, 0.011, 0.002], [-1.167, -2.451, -0.301], [-8.690, 0.269, -0.930], [-0.185, -0.275, -0.592], [-0.044, -0.116, -0.020], [0.004, -0.621, -0.123], [-0.078, 0.044, -0.102], [-0.036, 0.009, 0.001], [-0.150, 0.001, -0.002], [6.563, -2.394, 0.509], [0.140, 0.457, 0.903], [0.256, -0.032, 0.083], [-0.162, -0.030, 0.031], [-0.297, 0.255, 0.324], [0.444, 0.349, -0.077], [-1.325, 0.585, 0.977], [-0.218, 0.579, -0.489], [-0.013, -0.184, 0.183], [0.424, -0.781, 0.300], [-0.057, -0.061, -0.108], [-0.017, -0.004, 0.053], [0.619, -0.844, 1.667], [-0.051, -0.167, 0.017], [0.842, -0.121, -1.025], [-0.067, 0.136, 0.053], [-0.179, 0.170, -0.263], [-0.548, 2.316, -0.317], [0.428, -1.116, -0.339], [-0.651, -1.534, -1.853], [0.270, 0.643, 2.190], [1.925, -0.911, 1.075], [-1.188, 0.792, 1.647], [-0.039, 0.648, -2.515], [-1.677, -0.169, 1.887], [0.591, 2.310, -0.474], [-1.808, 1.521, -0.747], [1.558, -1.941, 0.780], [-0.940, -2.153, 0.141], [2.137, 0.854, 1.252], [-0.464, 1.945, -1.435], [2.489, -0.184, -1.215], [-0.321, -0.075, -0.023], [-1.392, 0.911, -1.556], [-0.423, 0.070, 2.186], [-1.773, -0.895, -0.765], [0.319, 0.614, 1.946], [-0.183, 0.942, 2.354], [0.984, -1.512, -1.708], [1.427, 1.314, -0.740], [2.293, -0.379, 0.091], [-0.802, -1.014, -2.054], [-0.560, 2.181, -1.106]], "mulliken_charge": [-0.2745, -0.1014, -0.0758, -0.0571, 0.0094, -0.0735, -0.0862, -0.1125, -0.0795, -0.0923, 0.0496, -0.1065, -0.0360, -0.0972, -0.0299, -0.0850, -0.0892, -0.0132, -0.1080, -0.0646, -0.0911, -0.1024, -0.0782, -0.0436, -0.0697, -0.0842, 0.0226, -0.0698, -0.1225, -0.0778, 0.0457, -0.0923, -0.0969, -0.0698, -0.0879, -0.1139, -0.0111, -0.1181, -0.0650, -0.1063, -0.1032, -0.0925, -0.1197, -0.0700, -0.1037, -0.0605, -0.0721, -0.0039, -0.1138, -0.1059, -0.1008, -0.1231, -0.0824, 0.0845, -0.3313, -0.5326, -0.7634, 0.3015, 0.1863, 0.3018, 0.3279, 0.3104, 0.4270, -0.6905, 0.2831, 0.2680, -1.1037, -0.7487, -0.4016, -0.0332, 0.1684, 0.2728, 0.3178, 0.3423, 0.5503, 0.3205, -0.4376, 0.3110, 0.1977, 0.5025, -0.1514, 0.2595, 0.2495, 0.2924, 0.2734, 0.0749, 0.1657, 0.2793, 0.0974, 0.1851, 0.1512, -0.0493, 0.0258, -0.7932, -0.3792, 0.0425, 0.3380, 0.0802, 0.3871, 0.2461, -0.0088, 0.2565, 0.2352, 0.1483, 0.2696], "total_charge": -1, "total_energy_ha": -27888.2094, "homo_lumo_gap_ev": 6.0}

Question: What is the formula in the second record?
Answer: C25H24AlBrCl52FO